[1]
{
  "formula": "C8H20Br4N4O8",
  "method": "ωB97M-V with the def2-TZVPD basis set",
  "homo_lumo_gap_ha": 0.360,
  "total_energy_ev": -311119.0445,
  "lumo_energy_ev": -0.3,
  "multiplicity": 1,
  "species": ["C", "N", "O", "O", "H", "H", "H", "C", "N", "O", "O", "H", "H", "H", "C", "N", "O", "O", "H", "H", "H", "C", "N", "O", "O", "H", "H", "H", "Br", "C", "C", "Br", "H", "H", "H", "H", "Br", "C", "C", "Br", "H", "H", "H", "H"],
  "positions_angstrom": [[3.688, 1.436, -0.196], [5.061, 2.011, -0.042], [5.983, 1.378, -0.602], [5.137, 3.002, 0.640], [3.636, 0.755, 0.653], [3.610, 0.797, -1.075], [2.851, 2.130, -0.109], [-4.472, -1.784, -3.076], [-3.107, -1.919, -2.488], [-2.720, -3.053, -2.275], [-2.538, -0.886, -2.142], [-4.628, -2.406, -3.958], [-4.591, -0.733, -3.339], [-5.091, -2.075, -2.228], [0.341, 0.541, -1.108], [-0.100, 0.713, 0.304], [-1.283, 0.798, 0.506], [0.718, 0.883, 1.177], [0.957, -0.357, -1.068], [0.945, 1.405, -1.384], [-0.509, 0.428, -1.781], [-3.366, -0.183, 2.684], [-2.317, -1.171, 2.969], [-2.501, -2.356, 2.645], [-1.350, -0.801, 3.576], [-3.075, 0.462, 1.854], [-3.532, 0.463, 3.545], [-4.313, -0.678, 2.472], [1.943, -5.013, -4.785], [2.536, -3.120, -4.664], [1.652, -2.447, -3.649], [2.324, -0.568, -3.377], [2.445, -2.696, -5.664], [3.579, -3.033, -4.358], [1.787, -2.982, -2.709], [0.614, -2.414, -3.979], [1.183, 3.742, 2.897], [-0.122, 2.723, 3.913], [0.021, 3.124, 5.388], [-1.268, 1.952, 6.399], [0.078, 1.689, 3.633], [-1.045, 3.022, 3.416], [-0.194, 4.170, 5.604], [1.036, 3.052, 5.780]],
  "mulliken_charge": [-0.476, 0.883, -0.543, -0.512, 0.305, 0.146, 0.197, -0.712, 0.833, -0.505, -0.499, 0.282, 0.302, 0.286, -0.904, 0.943, -0.552, -0.528, 0.340, 0.335, 0.342, -0.673, 0.920, -0.565, -0.470, 0.248, 0.276, 0.301, -0.170, -0.661, -0.613, -0.211, 0.393, 0.407, 0.429, 0.437, -0.177, -0.461, -0.579, -0.204, 0.255, 0.347, 0.399, 0.411]
}

***

[2]
{
  "formula": "C49H128N8O15",
  "method": "ωB97M-V with the def2-TZVPD basis set",
  "homo_lumo_gap_ha": 0.322,
  "total_energy_ev": -95508.1050,
  "lumo_energy_ev": 0.4,
  "multiplicity": 1,
  "species": ["C", "O", "C", "C", "C", "N", "H", "H", "H", "H", "H", "H", "H", "H", "H", "H", "H", "C", "O", "C", "C", "C", "N", "H", "H", "H", "H", "H", "H", "H", "H", "H", "H", "H", "C", "O", "C", "C", "C", "N", "H", "H", "H", "H", "H", "H", "H", "H", "H", "H", "H", "C", "O", "C", "C", "C", "N", "H", "H", "H", "H", "H", "H", "H", "H", "H", "H", "H", "C", "O", "C", "C", "N", "C", "C", "O", "C", "H", "H", "H", "H", "H", "H", "H", "H", "H", "H", "H", "H", "H", "H", "H", "C", "O", "C", "C", "N", "C", "C", "O", "C", "H", "H", "H", "H", "H", "H", "H", "H", "H", "H", "H", "H", "H", "H", "H", "C", "O", "C", "C", "N", "C", "C", "O", "C", "H", "H", "H", "H", "H", "H", "H", "H", "H", "H", "H", "H", "H", "H", "H", "C", "O", "C", "C", "N", "C", "C", "O", "C", "H", "H", "H", "H", "H", "H", "H", "H", "H", "H", "H", "H", "H", "H", "H", "C", "C", "C", "O", "H", "H", "H", "H", "H", "H", "H", "H", "C", "C", "C", "O", "H", "H", "H", "H", "H", "H", "H", "H", "C", "C", "C", "O", "H", "H", "H", "H", "H", "H", "H", "H"],
  "positions_angstrom": [[1.604, 1.858, -0.608], [1.384, 0.456, -0.461], [0.417, -0.030, -1.346], [0.360, -1.623, -1.060], [-0.803, -2.330, -1.858], [-0.003, -1.885, 0.374], [1.890, 2.190, -1.606], [2.470, 2.215, -0.051], [0.748, 2.477, -0.337], [-0.497, 0.386, -0.922], [0.521, 0.250, -2.395], [1.344, -2.023, -1.306], [-0.760, -3.410, -1.720], [-0.608, -2.225, -2.925], [-1.814, -2.039, -1.571], [-0.982, -1.641, 0.322], [0.475, -1.117, 0.823], [-8.076, -1.098, -2.365], [-6.835, -1.759, -2.668], [-6.430, -1.534, -4.029], [-4.883, -1.950, -4.200], [-3.906, -1.150, -3.456], [-4.387, -1.970, -5.594], [-8.348, -1.113, -1.309], [-8.975, -1.422, -2.889], [-7.868, -0.058, -2.614], [-7.019, -2.054, -4.785], [-6.495, -0.514, -4.409], [-4.793, -2.936, -3.743], [-4.064, -1.340, -2.394], [-4.181, -0.110, -3.631], [-2.911, -1.335, -3.861], [-4.923, -1.302, -6.129], [-4.848, -2.771, -6.002], [0.953, -4.596, 7.104], [0.271, -4.231, 5.869], [0.537, -4.995, 4.677], [0.109, -4.146, 3.391], [-1.367, -3.825, 3.309], [0.475, -4.889, 2.187], [0.576, -5.593, 7.333], [0.718, -3.863, 7.876], [2.038, -4.489, 7.080], [1.618, -5.111, 4.593], [0.082, -5.978, 4.554], [0.802, -3.305, 3.404], [-2.039, -4.682, 3.345], [-1.471, -3.255, 2.386], [-1.611, -3.251, 4.203], [1.479, -4.999, 2.179], [0.286, -4.298, 1.390], [5.303, 2.888, -1.721], [5.301, 3.976, -2.572], [4.007, 4.696, -2.416], [4.169, 6.127, -3.130], [2.921, 7.123, -3.016], [4.311, 5.867, -4.572], [5.306, 3.247, -0.692], [6.230, 2.362, -1.952], [4.525, 2.135, -1.850], [3.187, 4.174, -2.909], [3.839, 4.874, -1.354], [4.930, 6.692, -2.591], [2.586, 7.053, -1.981], [2.079, 6.955, -3.687], [3.159, 8.187, -3.036], [4.985, 5.149, -4.797], [3.464, 5.440, -4.918], [4.171, -0.783, -0.723], [5.508, -0.715, -1.307], [6.635, -0.822, -0.432], [7.916, -1.225, -1.153], [7.894, -2.457, -1.818], [9.132, -2.828, -2.424], [9.939, -3.769, -1.445], [11.094, -4.280, -1.966], [11.772, -5.094, -0.998], [3.879, -1.606, -0.071], [3.519, -0.805, -1.595], [3.978, 0.123, -0.147], [6.420, -1.503, 0.392], [6.760, 0.175, -0.011], [8.763, -1.234, -0.468], [8.063, -0.411, -1.863], [7.082, -2.479, -2.419], [9.669, -1.958, -2.802], [8.845, -3.505, -3.229], [9.251, -4.550, -1.121], [10.158, -3.118, -0.599], [11.252, -5.806, -0.357], [12.347, -4.269, -0.577], [12.428, -5.806, -1.499], [-4.441, 4.861, 1.938], [-3.384, 3.974, 2.272], [-3.141, 3.966, 3.760], [-1.772, 3.296, 3.902], [-0.613, 3.966, 3.298], [-0.381, 5.377, 3.611], [-0.473, 6.345, 2.408], [0.646, 6.340, 1.514], [0.224, 5.984, 0.207], [-4.514, 4.741, 0.857], [-4.130, 5.872, 2.200], [-5.445, 4.696, 2.329], [-3.935, 3.402, 4.250], [-3.051, 4.976, 4.161], [-1.726, 2.295, 3.473], [-1.547, 3.284, 4.969], [-0.718, 3.907, 2.295], [0.601, 5.400, 4.083], [-1.095, 5.667, 4.382], [-0.579, 7.364, 2.779], [-1.364, 6.248, 1.788], [1.046, 5.916, -0.506], [-0.375, 6.826, -0.139], [-0.338, 5.066, 0.037], [4.214, 6.078, 9.838], [3.831, 5.174, 8.894], [3.537, 3.852, 9.373], [3.820, 2.917, 8.203], [2.786, 3.128, 7.140], [2.973, 2.313, 5.965], [4.235, 2.634, 5.171], [4.014, 2.290, 3.802], [3.035, 2.967, 3.100], [5.187, 5.886, 10.291], [3.426, 6.094, 10.591], [4.362, 7.048, 9.364], [2.481, 3.739, 9.619], [4.157, 3.636, 10.243], [3.671, 1.925, 8.630], [4.826, 2.991, 7.789], [2.817, 4.122, 6.968], [2.066, 2.212, 5.369], [3.200, 1.301, 6.301], [4.972, 1.891, 5.473], [4.448, 3.702, 5.226], [3.202, 4.029, 3.282], [2.006, 2.707, 3.347], [3.141, 2.743, 2.038], [-7.301, -6.468, -3.277], [-7.262, -6.004, -1.913], [-7.230, -4.621, -1.627], [-7.567, -4.479, -0.140], [-6.502, -5.071, 0.618], [-5.446, -4.086, 0.788], [-4.119, -4.766, 0.476], [-4.037, -5.640, -0.602], [-2.793, -6.319, -0.695], [-8.278, -6.704, -3.699], [-6.712, -7.361, -3.483], [-6.908, -5.750, -3.997], [-7.987, -4.115, -2.227], [-6.314, -4.161, -1.996], [-8.464, -5.031, 0.140], [-7.787, -3.485, 0.250], [-6.091, -5.704, -0.054], [-5.438, -3.761, 1.828], [-5.564, -3.250, 0.099], [-3.896, -5.398, 1.336], [-3.251, -4.111, 0.398], [-2.927, -7.066, -1.477], [-2.483, -6.922, 0.158], [-2.003, -5.631, -0.997], [-4.897, 1.739, -0.995], [-3.942, 1.312, 0.164], [-3.202, 0.038, -0.160], [-3.048, 2.420, 0.192], [-4.335, 2.113, -1.851], [-5.792, 2.350, -0.882], [-5.392, 0.889, -1.465], [-4.489, 1.109, 1.084], [-2.427, -0.036, 0.603], [-2.651, 0.299, -1.064], [-3.832, -0.848, -0.237], [-3.341, 3.000, 0.899], [-0.822, 3.471, -5.890], [0.053, 4.438, -5.026], [-0.308, 4.304, -3.535], [1.395, 4.035, -5.218], [-0.720, 2.483, -5.442], [-0.605, 3.553, -6.955], [-1.830, 3.862, -5.749], [-0.169, 5.437, -5.402], [-1.281, 4.773, -3.392], [0.450, 4.889, -3.012], [-0.269, 3.302, -3.109], [1.401, 3.737, -6.131], [-2.685, -4.915, -6.346], [-3.248, -4.888, -4.924], [-3.320, -6.194, -4.208], [-2.372, -3.922, -4.288], [-3.257, -5.504, -7.063], [-1.626, -5.172, -6.353], [-2.976, -3.930, -6.713], [-4.276, -4.529, -4.983], [-2.334, -6.583, -3.956], [-3.808, -6.938, -4.838], [-3.870, -6.050, -3.278], [-2.756, -3.098, -4.597]],
  "mulliken_charge": [-0.535, 0.020, -0.627, 0.294, -0.981, -0.309, 0.321, -0.346, 0.491, -0.050, 0.580, 0.295, 0.291, 0.549, -0.144, -0.067, 0.176, -1.099, 0.088, -1.232, 0.553, -0.775, -0.460, 0.301, 0.356, 0.361, 0.332, 0.500, -0.193, -0.469, 0.259, 0.664, 0.318, 0.329, -0.769, -0.295, -0.867, 0.649, -1.023, -0.748, 0.304, 0.247, 0.304, 0.368, 0.358, 0.239, 0.286, 0.007, 0.422, 0.300, 0.191, -0.430, -0.449, -0.167, 0.174, -0.935, -0.811, 0.305, 0.197, 0.195, 0.011, 0.373, 0.306, 0.186, 0.177, 0.341, 0.353, 0.207, -0.581, -0.391, -0.573, -0.702, -0.175, -0.646, -0.358, -0.355, -0.726, 0.440, 0.168, 0.140, 0.437, 0.313, 0.325, 0.359, 0.190, 0.339, 0.357, 0.277, 0.261, 0.290, 0.314, 0.265, -0.935, -0.514, -0.447, -1.077, 0.117, -0.697, -0.588, -0.432, -0.198, 0.278, 0.343, 0.322, 0.444, 0.326, 0.358, 0.497, -0.014, 0.286, 0.333, 0.457, 0.314, -0.172, 0.456, 0.130, -0.789, -0.279, -0.617, -0.553, -0.307, -0.589, -0.565, -0.369, -0.197, 0.302, 0.321, 0.228, 0.305, 0.441, 0.392, 0.327, 0.265, 0.337, 0.318, 0.328, 0.331, 0.361, 0.208, -0.218, -0.772, -0.432, 0.059, -1.076, -0.444, -0.053, -0.423, -0.235, -0.796, 0.337, 0.322, 0.172, 0.728, -0.028, 0.350, 0.360, 0.334, 0.367, -0.143, 0.362, 0.165, 0.279, 0.377, 0.190, -0.952, 0.374, -0.262, -0.015, 0.231, 0.440, -0.130, 0.455, 0.325, -0.036, -0.024, 0.139, -1.528, 0.393, -0.505, -0.465, 0.350, 0.493, 0.370, 0.136, 0.482, -0.094, 0.081, 0.312, -1.533, 1.369, -1.080, -0.417, 0.388, 0.301, 0.372, -0.308, 0.445, 0.362, -0.163, 0.356]
}

***

[3]
{
  "formula": "C23H16AsMgO6",
  "method": "ωB97M-V with the def2-TZVPD basis set",
  "homo_lumo_gap_ha": [0.241, 0.241],
  "total_energy_ev": -102666.1344,
  "lumo_energy_ev": [-5.2, -5.2],
  "total_charge": 1,
  "multiplicity": 1,
  "species": ["O", "C", "Mg", "C", "O", "C", "O", "C", "O", "C", "O", "H", "O", "As", "C", "C", "C", "C", "C", "C", "C", "C", "C", "C", "C", "C", "C", "C", "C", "C", "C", "C", "H", "H", "H", "H", "H", "H", "H", "H", "H", "H", "H", "H", "H", "H", "H"],
  "positions_angstrom": [[-0.068, 4.700, -3.307], [0.047, 4.369, -4.401], [-0.240, -0.355, -2.778], [0.325, -2.341, -3.782], [0.225, -3.501, -4.042], [1.105, 0.004, -5.154], [1.218, 0.526, -6.307], [1.715, -1.113, -4.159], [2.888, -0.992, -4.212], [-2.574, -0.923, -3.671], [-3.555, -0.811, -4.316], [-0.718, 0.889, -3.690], [-0.074, -0.096, -1.052], [0.016, -0.055, 0.645], [-1.172, 1.335, 1.262], [-2.529, 1.029, 1.429], [-3.417, 2.049, 1.798], [-2.947, 3.360, 1.956], [-1.592, 3.660, 1.759], [-0.697, 2.645, 1.397], [-0.685, -1.782, 1.199], [-1.508, -2.492, 0.310], [-1.994, -3.746, 0.694], [-1.640, -4.284, 1.936], [-0.811, -3.573, 2.811], [-0.340, -2.304, 2.452], [1.871, 0.356, 1.011], [2.627, -0.514, 1.806], [3.953, -0.177, 2.099], [4.520, 0.976, 1.542], [3.781, 1.788, 0.674], [2.453, 1.461, 0.373], [-2.879, 0.005, 1.283], [-4.469, 1.808, 1.963], [-3.642, 4.153, 2.237], [-1.221, 4.678, 1.890], [0.360, 2.859, 1.227], [-1.762, -2.065, -0.668], [-2.651, -4.291, 0.017], [-2.013, -5.263, 2.226], [-0.522, -3.983, 3.777], [0.286, -1.717, 3.127], [2.167, -1.427, 2.189], [4.521, -0.821, 2.768], [5.547, 1.238, 1.785], [4.222, 2.681, 0.234], [1.875, 2.058, -0.338]],
  "mulliken_charge": [-0.151, 0.152, 0.748, -0.032, -0.341, 0.502, -0.290, 0.333, -0.303, 0.214, -0.221, -0.284, 0.088, 1.118, 0.500, -0.374, -0.676, -0.440, -0.708, -0.252, 0.150, -0.145, -0.695, -0.451, -0.774, -0.298, 0.456, -0.268, -0.716, -0.454, -0.779, -0.524, 0.368, 0.388, 0.384, 0.399, 0.345, 0.216, 0.417, 0.391, 0.401, 0.511, 0.379, 0.415, 0.395, 0.403, 0.505]
}

***

[4]
{
  "formula": "C4H8O2",
  "method": "ωB97M-V with the def2-TZVPD basis set",
  "homo_lumo_gap_ha": 0.429,
  "total_energy_ev": -8372.8620,
  "lumo_energy_ev": 1.0,
  "multiplicity": 1,
  "species": ["C", "C", "C", "O", "C", "O", "H", "H", "H", "H", "H", "H", "H", "H"],
  "positions_angstrom": [[-0.376, 1.566, 0.026], [-0.133, 0.088, -0.218], [-1.323, -0.784, 0.143], [0.985, -0.293, 0.624], [2.006, -0.930, 0.044], [2.091, -1.253, -1.113], [-1.210, 1.917, -0.591], [-0.619, 1.748, 1.078], [0.514, 2.149, -0.229], [0.160, -0.088, -1.257], [-1.103, -1.839, -0.046], [-2.191, -0.499, -0.462], [-1.583, -0.663, 1.200], [2.783, -1.120, 0.799]],
  "mulliken_charge": [-1.325, 0.582, -1.306, -0.306, 0.137, -0.501, 0.376, 0.318, 0.328, 0.346, 0.319, 0.360, 0.320, 0.351]
}

***

> Which value of multiplicity does entry 3 give?

1